Entry 1:
89
Properties=species:S:1:pos:R:3:forces:R:3 method="wB97M-V/def2-TZVPD" fmax_ha_per_bohr=0.078 charge=0 homo_lumo_gap_ev=5.10 spin_multiplicity=1 homo_ha=-0.2520
C -3.522886 -1.299372 5.416112 0.0 0.2 0.1
H -2.457645 -3.418634 4.190049 0.1 0.2 0.0
H 4.221099 -0.485301 -6.135179 -0.2 0.0 0.1
C -4.169238 4.001472 2.762727 -0.2 -0.4 -0.3
H -4.531552 -2.508225 3.206336 0.1 0.2 0.0
H 4.879751 -1.459094 -0.066753 0.0 0.2 -0.2
H -0.604990 -2.379556 -0.121531 -0.1 0.3 -0.2
H -0.334858 -0.851559 3.076285 -0.5 0.3 -0.2
H -4.260462 -0.492262 5.482087 0.2 -0.3 0.2
C -4.783092 -1.922637 -4.009147 -0.3 -0.1 -0.1
H 3.650091 -2.937736 -2.354880 -0.1 0.0 0.1
C 5.995115 0.047016 -4.446817 0.3 0.1 0.2
C -0.357556 1.248178 2.576934 2.0 -0.1 -1.2
C -2.342965 -1.716340 -4.537074 -0.1 0.0 0.3
C -1.003044 -1.570290 -4.175906 0.0 0.2 0.3
H 8.606697 1.745101 -3.457454 -0.2 -0.1 -0.1
C -2.905926 -1.313123 4.014331 0.2 0.0 0.0
C 4.697548 -0.329163 -4.089205 -0.2 0.1 0.5
H -4.778492 -0.736846 3.122074 0.0 -0.3 -0.1
H 9.101338 0.068439 -3.455256 -0.1 0.0 -0.2
H -4.917786 -2.815313 -4.631084 -0.1 0.1 0.1
H -0.800207 -0.617692 -0.092140 0.0 -0.2 -0.1
H -2.621080 -1.771881 -5.597459 0.2 0.0 0.4
H -4.857263 3.158614 2.895320 0.1 0.3 -0.1
C -0.949431 0.053289 3.123897 -0.7 -1.0 1.1
H 1.007993 -1.874699 -5.005409 -0.2 0.2 0.1
H 0.098727 -0.496729 -5.696701 0.1 -0.2 0.3
C -1.028062 2.495097 2.898036 -1.0 1.2 0.0
C -4.045418 -1.542347 3.011819 -0.1 0.2 -0.3
H -4.716075 4.942858 2.917430 0.2 -0.2 0.0
H -3.774417 -1.819251 -1.459015 0.1 0.0 -0.1
C 2.818017 -2.248469 -2.295930 -1.3 -0.9 -0.3
H 5.853657 -0.032463 0.298705 -0.1 0.0 0.1
C -1.286556 -1.556744 -0.381936 -0.2 -0.1 0.5
H -5.447043 -1.989393 -3.144674 0.0 -0.1 -0.1
C 1.837796 0.180189 2.055495 2.4 -2.4 0.0
C -3.354236 -1.794319 -3.578374 0.4 0.2 0.2
H -3.673622 -1.533722 1.978734 -0.1 -0.1 0.2
N 3.061368 -0.876574 -2.277101 0.4 1.1 -0.2
H -4.219311 4.893698 5.265560 0.2 -0.3 0.0
C -1.929356 -2.489171 3.938339 0.1 -0.1 -0.1
C 5.023590 -0.396659 -0.310603 0.1 0.1 0.5
H 6.268628 0.120564 -5.507878 -0.2 -0.1 0.4
C 1.492042 -2.536299 -2.363711 1.5 -0.3 0.1
H 3.431496 -1.727460 -5.191363 -0.1 0.3 0.3
F 1.904162 -0.232648 3.367479 -0.2 0.5 -1.1
H 2.821124 -0.036802 -5.167766 0.1 -0.3 0.2
H -1.708581 5.191309 2.625498 0.0 0.1 0.1
C 0.013318 -1.512257 -5.280813 0.1 0.0 -0.5
H 1.439157 0.205954 -0.595682 0.3 -0.3 -1.0
H 7.376344 0.402176 -1.360689 -0.1 -0.1 -0.2
C 8.354690 0.758082 -3.864360 0.3 0.1 -0.2
H -2.722010 6.008624 3.833977 0.2 -0.2 -0.1
P 1.608004 0.055997 -2.097928 0.2 -0.2 0.2
H -0.338275 -2.128904 -6.116647 0.1 0.0 0.2
H -0.466858 3.413965 2.650819 -0.5 -0.5 0.1
C -3.025966 3.884783 3.776979 0.2 -0.1 0.0
H -4.382997 3.111050 5.281452 0.2 0.3 0.1
H 1.027651 -3.510174 -2.468065 0.1 0.2 0.1
C 6.971341 0.328084 -3.487348 -0.5 0.0 0.5
C -3.676781 3.939860 5.165970 0.0 -0.3 0.2
C 5.345256 -0.176640 -1.748785 0.0 0.0 -0.4
O -4.173202 1.267796 4.068943 2.5 0.1 -0.5
C -0.669164 -1.458760 -2.807357 -0.2 -0.4 -0.2
C -2.946547 1.283196 3.790405 -2.7 -0.1 0.3
C -2.125434 5.109374 3.633812 0.1 0.0 0.1
C 4.355381 -0.396913 -2.720701 0.3 -0.3 -0.2
C -2.251627 2.560325 3.518446 0.9 0.7 -0.7
H -1.307403 5.080790 4.362855 0.0 0.0 -0.1
F 3.098574 0.709758 1.784785 -1.7 -0.5 0.3
H -1.506653 -2.613670 2.931763 -0.1 0.0 0.2
C -2.203114 0.018415 3.675320 1.3 -0.8 -0.7
H -2.742289 -1.143539 6.170212 -0.2 -0.1 0.0
F 1.754296 -1.007657 1.323398 0.0 1.4 1.0
H 8.457984 0.798524 -4.952832 0.1 0.0 0.2
C 3.721004 -0.666673 -5.176628 0.0 0.1 -0.6
N 0.703977 -1.390537 -2.360551 -1.0 0.6 -0.4
H -1.109558 -2.357555 4.657287 -0.1 -0.1 -0.2
H -3.782819 3.971183 1.739234 -0.1 0.1 0.0
H -2.918048 3.876938 5.953106 -0.1 0.1 0.0
C -1.673121 -1.572170 -1.829444 0.1 0.0 -0.5
H -4.016902 -2.265928 5.597650 0.2 0.3 0.0
C 0.819622 1.178643 1.793770 -3.0 1.7 2.0
C -3.004454 -1.737980 -2.224516 0.3 0.1 -0.3
C 6.634525 0.202798 -2.133098 -0.5 -0.1 -0.5
H 4.119734 0.129535 -0.000452 0.2 -0.1 -0.2
H 1.141880 2.047426 1.219476 0.0 -0.2 0.3
H -2.181883 -1.675465 0.236889 0.1 0.1 0.0
H -5.106707 -1.065546 -4.613542 0.1 -0.1 0.1

=====

Entry 2:
89
Properties=species:S:1:pos:R:3:forces:R:3 method="wB97M-V/def2-TZVPD" fmax_ha_per_bohr=0.038 charge=+3 homo_lumo_gap_ev=6.58 spin_multiplicity=1 homo_ha=-0.5880
C -2.030055 -1.356874 -3.671619 0.0 0.0 0.0
H 0.109708 -4.372400 5.164136 0.0 0.0 0.0
Si 2.090023 -2.168774 -0.825938 0.0 0.3 0.0
C -1.167629 2.868246 2.905467 -0.1 0.0 0.1
O -0.620440 2.609668 1.585230 0.0 -0.1 0.1
H 3.411968 -0.761911 -2.268948 0.0 -0.1 0.0
H 1.228338 0.993117 5.610998 0.0 0.0 0.0
H 4.058725 2.329779 -3.372116 0.0 0.0 0.0
C -2.812831 4.010576 -1.312818 0.0 0.0 0.0
H -2.718064 -0.366514 -0.505206 0.0 0.0 0.1
H 2.738781 -0.931333 -5.808308 0.0 0.0 0.0
C 0.118938 3.688821 0.956797 0.1 0.0 -0.1
H -4.654081 -1.854064 -0.883666 0.0 0.0 0.0
H 2.768695 -2.466608 1.511041 0.0 0.0 0.0
C 1.408470 -0.347459 -4.231080 0.0 0.2 -0.1
H 3.236158 2.320688 -0.277407 0.0 0.0 0.0
C -2.132034 -5.923531 3.157574 0.0 0.0 0.0
H -3.627509 4.262977 -0.646015 0.0 0.0 0.0
C -0.238803 -2.112129 3.679915 0.0 0.0 0.1
H 0.165213 -3.258263 0.168337 0.1 0.0 0.0
H 0.007787 3.092476 -3.791884 0.0 0.0 0.0
H 2.719629 -2.112837 -3.198073 0.1 -0.1 0.2
H 4.425662 0.789981 -5.269477 0.0 0.0 0.0
C -0.597524 -4.513615 4.355962 0.0 0.0 0.0
H -2.620935 -6.879726 3.030728 0.0 0.0 0.0
C -1.197513 2.415732 -2.134556 0.1 -0.1 -0.1
H -2.585304 2.034392 -0.526487 0.0 0.0 0.0
C 3.320029 1.573533 -3.605032 0.0 0.0 0.1
H -0.254182 -2.474559 -1.382841 0.0 0.0 0.0
C 1.178483 0.526793 -3.168814 -0.1 0.0 -0.1
C -4.055213 -2.380255 -2.872150 0.0 0.0 0.0
C 2.152745 1.483191 -2.862783 0.0 0.0 0.0
H 0.774468 -2.092677 3.273979 0.0 0.0 0.0
H -4.912381 -3.017722 -3.042285 0.0 0.0 0.0
H 2.146972 4.292111 0.725746 0.0 0.0 0.0
H 3.682816 1.177389 1.020514 0.0 0.0 0.0
H -1.341725 -1.193030 -4.489144 0.0 0.0 0.0
C -3.121403 -2.189930 -3.879589 0.0 0.0 0.0
C -2.225827 2.756266 -1.252900 0.0 -0.1 0.0
C -0.902793 -3.456917 3.502564 0.0 0.0 0.0
H -0.202877 -1.794926 4.720373 0.0 0.0 0.0
O 2.041638 2.328383 1.433752 -0.2 -0.1 -0.2
C -0.163629 2.592336 4.006493 0.0 0.0 0.0
C -2.161529 -2.492981 1.547728 0.0 0.0 -0.1
H 3.701956 -1.159016 0.749531 0.0 0.0 0.0
C 1.555196 3.696510 1.421994 0.0 0.1 0.0
H 0.687117 -1.111249 -4.487422 0.0 0.0 0.0
H 0.593328 3.373890 4.094638 0.0 0.0 0.0
H -3.173710 -5.013376 1.521878 0.0 0.0 0.0
H -3.233307 -2.376683 1.399550 0.0 0.0 0.0
Tc 0.454475 0.799150 1.424545 0.3 -0.3 -1.9
H -2.032491 2.213707 2.989244 0.0 0.0 0.0
C 2.716014 -1.617052 0.822004 0.2 -0.1 0.0
C -1.210866 -5.742899 4.182249 0.0 0.0 0.0
Te -1.474709 -0.754956 2.579722 0.0 0.0 0.0
H 2.035331 -0.881304 1.275113 -0.1 0.0 0.1
C 0.507039 -3.060615 -0.849308 0.0 -0.1 0.0
H 2.347858 1.826647 4.497938 0.0 0.0 0.0
C -1.857002 -0.713326 -2.445205 0.1 0.0 0.1
H -0.985473 -6.556250 4.858257 0.0 0.0 0.0
H 4.104218 -2.381094 -2.115549 0.0 0.0 0.1
H 1.990976 0.090055 4.282623 0.0 0.0 0.0
C -1.828262 -3.636058 2.477558 0.0 0.0 0.0
H -1.686807 -2.575052 0.573044 -0.1 0.1 0.0
H -1.025029 5.320989 -3.875937 0.0 0.0 0.0
C -2.374010 4.936836 -2.252532 0.0 0.0 0.0
C 3.528214 0.705729 -4.671343 0.0 0.0 -0.1
C -0.771968 3.345344 -3.083041 0.0 0.0 0.1
C -2.811990 -0.901611 -1.444695 0.0 0.0 0.0
C 1.582685 1.053710 4.582388 0.0 0.0 0.0
C 2.577029 -0.255559 -4.978916 -0.1 0.1 -0.1
H 1.687962 4.111001 2.420312 0.0 0.0 0.0
C 3.329319 2.180183 0.799635 0.1 0.0 0.1
H 0.604046 -4.010049 -1.386369 0.0 0.0 0.0
H 4.024804 2.904756 1.220282 0.0 0.0 0.0
H -3.249857 -2.677952 -4.836378 0.0 0.0 0.0
Ge -0.476668 0.612571 -2.164763 -0.2 0.2 -0.1
C -3.904321 -1.729582 -1.654899 0.0 0.0 0.0
C 3.164423 -1.829158 -2.244674 0.1 -0.4 0.0
H -1.514657 3.900523 2.948594 0.0 0.0 0.0
H -0.379201 4.635448 1.166759 0.0 0.0 0.0
C 0.179404 0.472078 -0.236244 -0.3 0.4 1.8
H -0.688706 2.516128 4.961755 0.0 0.0 0.0
C -1.356702 4.605166 -3.135667 0.0 0.0 0.0
H 1.978561 2.188392 -2.054148 0.0 0.0 -0.1
H -2.840892 5.911124 -2.309525 0.0 0.0 0.0
H 0.046945 3.483868 -0.111292 0.0 0.0 0.0
C -2.443141 -4.874021 2.309361 0.0 0.0 0.0
O 0.481905 1.345635 3.700734 0.0 0.1 0.1

=====

Entry 3:
93
Properties=species:S:1:pos:R:3:forces:R:3 method="wB97M-V/def2-TZVPD" fmax_ha_per_bohr=0.017 charge=+1 homo_lumo_gap_ev="7.19 / 5.10" spin_multiplicity=2 homo_ha="-0.3681 / -0.3647"
H -5.474656 -0.218624 2.510996 0.0 0.0 0.0
C -2.227532 1.233444 -0.464012 0.1 0.0 0.0
C 1.691317 2.334299 5.989303 0.0 0.0 0.0
C 0.389585 -3.852384 5.394264 0.0 0.0 0.0
H -1.618229 4.772131 -1.833587 0.0 0.0 0.0
S -0.813889 -0.225255 4.181632 0.0 -0.1 -0.1
C -1.022720 1.883215 -0.165593 -0.1 0.0 0.1
H 3.744065 0.649964 -0.853490 0.0 0.0 0.0
C 1.716585 3.831409 2.572675 0.0 0.0 0.0
H 2.211614 -1.686218 3.159916 0.0 0.0 0.0
S -0.035692 -2.063834 -1.062300 0.1 0.0 0.3
C -3.016018 3.146685 -1.698112 0.0 0.0 0.0
H -4.459126 -3.252393 -0.942106 0.0 0.0 0.0
H 2.750684 2.410603 6.195888 0.0 0.0 0.0
H -2.874786 -0.285636 -2.715259 0.0 0.0 0.0
H 0.164476 -2.808562 3.532016 0.0 0.0 -0.1
C -3.189546 1.177135 2.409667 0.0 0.0 0.0
H 2.367499 -1.623093 -2.345829 0.0 0.0 0.0
C -0.819072 3.170514 -0.683811 0.0 0.0 -0.1
H 3.465459 -0.463360 3.416525 0.0 0.0 0.0
C 4.919024 -0.951302 1.103019 0.0 0.1 0.0
H -3.669495 1.959435 1.819515 0.0 0.0 0.0
H -0.794195 -0.573830 7.074910 0.0 0.0 0.0
C 0.678303 3.173339 1.934856 -0.1 0.0 0.0
C -4.957839 -0.375059 1.562761 0.0 0.0 0.0
C 3.210492 2.034053 2.041294 0.1 0.0 0.0
H 3.251758 -2.305160 0.989523 0.0 0.0 0.0
H 5.207232 0.005542 1.541476 0.0 -0.1 0.0
S -0.094315 -3.407894 0.521754 0.3 -0.1 0.0
H -2.096349 2.084036 5.234866 0.0 0.0 0.0
H -1.196979 4.064935 6.427932 0.0 0.0 0.0
C -0.469355 -1.495859 6.608549 0.0 0.0 0.0
H 0.724687 -4.766939 4.923210 0.0 0.0 0.0
H 0.510016 -4.639508 7.383248 0.0 0.0 0.0
C -3.217195 1.870452 -1.211566 0.0 0.0 0.0
H 3.898867 -2.174283 3.349836 0.0 0.0 0.0
H -0.312283 3.611212 1.903396 0.0 0.0 0.0
H -2.126499 1.416792 2.468875 0.0 0.0 0.0
O 1.169053 -3.196191 1.232265 -0.2 -0.4 -0.2
H -5.344203 0.366562 0.859528 0.0 0.0 0.0
H 0.942428 0.491807 -2.067303 0.0 0.0 0.0
C 3.239261 -1.414446 2.929303 -0.1 0.0 0.0
H 1.714998 1.924693 -1.373804 0.0 0.0 0.0
H -3.723081 -2.944650 0.640113 0.0 0.0 -0.1
C -0.166593 -2.606475 7.380548 0.0 0.0 0.0
O 0.134218 -0.338828 2.976507 -0.1 0.1 0.0
H -0.262185 -2.554181 8.456736 0.0 0.0 0.0
N -0.091507 1.232236 0.630840 0.3 -0.1 0.0
Ir -0.152536 -0.792359 0.908060 -0.8 0.2 -0.3
P -2.391231 -0.388078 0.279640 0.0 0.5 0.0
C 0.827630 3.353157 6.383993 0.0 0.0 0.0
C -1.803529 3.782628 -1.434719 0.0 0.0 0.0
C 2.988189 3.273268 2.621133 0.0 0.0 0.0
C -0.331158 -1.585098 5.228333 0.0 0.0 0.0
C 0.908834 1.945039 1.317271 -0.2 0.1 0.0
H -3.779757 3.635021 -2.287129 0.0 0.0 0.0
H 1.852947 0.421149 5.011666 0.0 0.1 0.0
C 3.468883 -1.326600 1.421672 0.0 0.0 0.0
H 4.200045 1.598786 2.091944 -0.1 0.0 0.0
C -3.456309 -0.198705 1.785992 0.1 0.1 0.0
H -4.333100 -0.867274 -0.763700 0.0 -0.1 0.0
H 3.797636 3.792502 3.116797 0.0 0.0 0.0
C -0.531419 3.270077 6.119900 0.0 0.0 0.0
C 3.236894 -1.170504 -1.879687 0.0 0.0 0.1
O -0.470906 -4.730789 0.164453 -0.1 0.0 0.1
C 0.266855 -3.778716 6.774225 0.0 0.0 0.0
H 3.929742 -0.874106 -2.668834 0.0 0.0 0.0
C 1.902791 0.977709 -1.881169 0.0 0.0 0.0
C 2.173922 1.365176 1.402024 0.0 0.0 0.1
H -2.726367 -3.459564 -0.709865 0.0 0.0 0.0
O -1.142170 -2.640794 1.345290 0.6 0.0 0.1
H 2.358303 1.197773 -2.848139 0.0 0.0 0.0
H 0.114940 3.684985 -0.502014 0.0 0.0 0.0
H -3.102554 -0.983110 2.462578 0.0 0.0 0.0
H -4.149348 1.360224 -1.426377 0.0 0.0 0.0
C 0.079869 -2.753790 4.605812 0.0 0.0 0.1
C -3.582146 -2.845953 -0.436730 0.0 0.0 0.0
H -3.612269 1.205813 3.414927 0.0 0.0 0.0
H -5.219500 -1.369177 1.205072 0.0 0.0 0.0
H 1.221614 4.218306 6.901502 0.0 0.0 0.0
H 5.565341 -1.712911 1.542699 0.0 0.0 0.0
H -3.868833 -1.727148 -2.935873 0.0 0.0 0.0
H 1.526563 4.786917 3.045412 0.0 0.0 0.0
C -3.378926 -1.398896 -0.890266 -0.1 0.0 0.0
H 5.134006 -0.916795 0.037439 0.0 0.0 0.0
C 1.197367 1.224373 5.330779 0.1 0.0 0.0
C -3.029842 -1.309465 -2.375165 0.0 0.0 0.0
C 2.838478 0.074423 -1.079300 -0.1 0.0 -0.1
C -1.038726 2.161292 5.454715 0.0 0.0 0.0
H 3.724818 -1.937266 -1.278057 0.0 0.0 0.0
C -0.167528 1.152370 5.077974 0.0 0.0 0.0
P 2.212125 -0.252632 0.620582 0.0 0.0 -0.1
H -2.144914 -1.893589 -2.612331 -0.1 0.0 0.0